The following is a quantum chemistry calculation of C17H50N12O29 as an isolated structure in a non-equilibrium geometry, from OMol25.

As for the net charge: 0. As for the gap between HOMO and LUMO: 0.2302 Ha. For the largest force on an atom, the calculation gives 17.20 eV/A. Its HOMO energy is -8.55 eV. Its calculated total energy is -95614.4151 eV.

Cartesian coordinates (Å):
1 C -2.35391 0.05569 -1.55281
2 O -3.47893 0.44203 -0.79662
3 H -2.83906 -0.04660 -2.52352
4 H -1.58549 0.82838 -1.57669
5 H -1.92147 -0.89667 -1.24608
6 H -3.96797 -0.37356 -0.66524
7 C 1.94794 2.56805 -1.30065
8 O 2.29473 2.42037 0.09166
9 H 2.15543 1.65644 -1.86103
10 H 0.86951 2.72140 -1.34025
11 H 2.50432 3.40614 -1.72036
12 H 1.70969 1.74145 0.43574
13 C 0.45145 -0.77580 3.05876
14 N 0.57280 0.53585 3.73734
15 O 0.10570 1.51233 3.10077
16 O 1.08547 0.60364 4.82150
17 H 1.37712 -0.97176 2.51762
18 H -0.40620 -0.91687 2.40102
19 H 0.36051 -1.48943 3.87763
20 C -2.88157 0.29268 1.41126
21 N -3.01653 0.40273 2.87730
22 O -2.13041 1.02510 3.50376
23 O -3.79839 -0.33097 3.53944
24 H -3.25821 -0.68672 1.11628
25 H -1.80317 0.31379 1.25400
26 H -3.25737 1.20284 0.94384
27 C 2.81065 -2.81849 -2.26879
28 N 2.89231 -4.21471 -2.68016
29 O 3.99530 -4.77312 -2.56084
30 O 1.93528 -4.66902 -3.32296
31 H 2.80110 -2.23214 -3.18760
32 H 3.69040 -2.47619 -1.72385
33 H 1.91774 -2.80204 -1.64385
34 C 4.21152 -0.24444 -3.27281
35 N 3.12874 -0.10034 -2.37343
36 O 2.01998 -0.57533 -2.68226
37 O 3.30487 0.59195 -1.35815
38 H 4.58459 -1.26722 -3.21956
39 H 4.94503 0.51742 -3.00895
40 H 3.85075 -0.15692 -4.29765
41 C -1.41294 -3.85279 -3.51518
42 N -1.11417 -2.80240 -2.50641
43 O -0.02020 -2.70091 -1.98009
44 O -2.07327 -2.03711 -2.22238
45 H -0.58953 -4.56368 -3.44644
46 H -1.42253 -3.32789 -4.47042
47 H -2.37445 -4.34644 -3.37409
48 C 0.41467 -0.02822 -4.21205
49 N -0.63899 -0.99203 -4.58468
50 O -1.75167 -0.53236 -4.75767
51 O -0.34614 -2.17788 -4.76732
52 H 1.19453 -0.04917 -4.97329
53 H 0.83596 -0.29529 -3.24289
54 H -0.00061 0.97914 -4.24165
55 C -4.20490 3.34298 2.91603
56 N -4.15543 3.37845 1.43121
57 O -5.18666 3.42347 0.79639
58 O -3.06004 3.20220 0.88946
59 H -4.86083 4.07861 3.38154
60 H -3.15644 3.53150 3.14690
61 H -4.47676 2.33078 3.21544
62 C 2.44866 -3.81832 1.68992
63 N 2.11304 -3.82617 0.23451
64 O 1.85882 -4.89523 -0.35313
65 O 1.95853 -2.69886 -0.22156
66 H 3.48669 -3.49839 1.78069
67 H 2.46004 -4.82738 2.10194
68 H 1.77910 -3.12288 2.19604
69 C -1.46434 2.75009 4.36031
70 N -0.57442 3.29860 3.31620
71 O 0.51268 3.70687 3.59450
72 O -1.01775 3.23313 2.18328
73 H -2.45465 2.76332 3.90511
74 H -1.54292 3.46643 5.17811
75 H -1.14691 1.80318 4.79699
76 C 3.34160 -0.00289 0.95397
77 N 3.42339 -0.90212 2.12047
78 O 3.19279 -0.40071 3.24387
79 O 3.91528 -2.03080 1.87834
80 H 4.32510 0.19032 0.52560
81 H 2.89170 0.94438 1.25123
82 H 2.66711 -0.49898 0.25608
83 C -1.27156 -2.84250 -0.10608
84 N -0.93516 -2.20604 1.21702
85 O -0.11724 -2.76891 1.97289
86 O -1.41165 -1.08169 1.49625
87 H -0.40418 -3.39452 -0.46806
88 H -1.57555 -2.05155 -0.79171
89 H -2.09447 -3.54551 0.02312
90 C -1.26677 4.64106 0.71619
91 N -2.47042 5.35485 0.18911
92 O -2.91143 5.02356 -0.89769
93 O -2.99681 6.22816 0.97142
94 H -1.24354 3.63536 0.29650
95 H -1.36906 4.69347 1.80012
96 H -0.33455 5.08060 0.36143
97 C -0.86358 2.31018 0.85447
98 O -0.82461 1.24683 -0.02010
99 C 0.24400 0.46005 -0.07380
100 O 1.31071 0.67380 0.46633
101 O -0.06463 -0.57064 -0.89175
102 C 0.94309 -1.51069 -1.23258
103 H -1.76516 2.90322 0.70099
104 H -0.03876 2.94386 0.52854
105 H -0.72801 1.95884 1.87735
106 H 1.86799 -1.43985 -0.66018
107 H 1.23215 -1.47527 -2.28295
108 H 0.49170 -2.48110 -1.02600

Here are the Löwdin charges for atoms 1 to 6, given in e: atom 1 (C): -0.136, atom 2 (O): -0.112, atom 3 (H): 0.098, atom 4 (H): 0.107, atom 5 (H): 0.022, atom 6 (H): 0.093

---

The following is a quantum chemistry calculation of C17H51O9V as an isolated structure in a non-equilibrium geometry, from OMol25.

As for the net charge: +1. As for the gap between HOMO and LUMO (spin up / spin down): 0.2964 / 0.3042 Ha. As for the expectation value of S²: 3.76. For the largest force on an atom, the calculation gives 3.11 eV/A. As for the spin multiplicity: 4. Its HOMO energy (spin up / spin down) is -11.69 / -11.98 eV. Its calculated total energy is -62562.7402 eV.

Cartesian coordinates (Å):
1 V -14.99795 -36.57530 -9.64378
2 C -15.08228 -33.47165 -8.64194
3 O -14.87556 -34.45268 -9.61811
4 H -14.19503 -33.11534 -8.10911
5 H -15.51068 -32.55695 -9.07424
6 H -15.82340 -33.81031 -7.90454
7 C -17.15651 -36.36424 -13.61749
8 C -17.25729 -36.96479 -12.23203
9 O -16.31104 -36.25079 -11.39202
10 H -16.20214 -36.67409 -14.05300
11 H -17.25292 -35.27930 -13.57050
12 H -17.83093 -36.75267 -14.38303
13 H -16.95239 -38.01053 -12.17052
14 H -18.26115 -36.90695 -11.80917
15 H -16.45338 -35.30418 -11.55700
16 C -18.43922 -31.98034 -6.73547
17 C -18.24382 -33.25951 -5.91206
18 O -19.21877 -34.23637 -6.29325
19 H -18.60080 -32.19141 -7.79383
20 H -17.58889 -31.29516 -6.67566
21 H -19.28695 -31.37195 -6.41138
22 H -18.29916 -32.99678 -4.85116
23 H -17.31452 -33.78977 -6.11394
24 H -20.04787 -33.93106 -5.90159
25 C -13.04806 -35.65721 -13.10102
26 C -12.46476 -35.99051 -11.74575
27 O -13.30203 -36.98657 -11.10005
28 H -14.02351 -35.17229 -13.06569
29 H -13.12754 -36.51995 -13.76937
30 H -12.39510 -34.96026 -13.63536
31 H -12.50842 -35.08075 -11.15146
32 H -11.47055 -36.42372 -11.83771
33 H -13.25158 -37.82790 -11.56502
34 C -10.18601 -31.33986 -6.82692
35 C -10.98333 -31.70894 -8.05309
36 O -10.09444 -32.15770 -9.08252
37 H -9.64312 -30.40049 -6.76580
38 H -9.70449 -32.17206 -6.30990
39 H -10.96565 -31.16546 -6.05967
40 H -11.60582 -30.93459 -8.49758
41 H -11.61923 -32.57253 -7.81155
42 H -9.41097 -32.71023 -8.69758
43 C -14.94966 -31.71652 -13.87398
44 C -14.79487 -32.03209 -12.39203
45 O -15.48032 -33.28950 -12.15645
46 H -15.95829 -31.86736 -14.25101
47 H -14.27888 -32.38451 -14.41741
48 H -14.60859 -30.70526 -14.09646
49 H -15.17375 -31.25650 -11.72063
50 H -13.76162 -32.23763 -12.09656
51 H -15.17406 -33.57626 -11.27747
52 C -19.31644 -36.20797 -9.24272
53 C -18.20785 -36.96290 -8.47305
54 O -16.96982 -36.23362 -8.57335
55 H -18.81315 -35.75061 -10.09673
56 H -19.78713 -35.40314 -8.67874
57 H -20.12373 -36.84659 -9.59869
58 H -18.03933 -37.99076 -8.78303
59 H -18.55968 -36.95789 -7.43782
60 H -17.21325 -35.36590 -8.21780
61 C -19.03782 -31.46371 -10.35178
62 C -18.51619 -31.57151 -11.81405
63 O -18.24830 -32.94811 -12.08523
64 H -18.20184 -31.22186 -9.68944
65 H -19.34171 -32.44145 -9.97887
66 H -19.82823 -30.72023 -10.26259
67 H -17.51846 -31.12075 -11.81944
68 H -19.12987 -31.02314 -12.52407
69 H -17.29812 -33.12770 -12.00630
70 C -16.18249 -35.87541 -4.88431
71 C -16.72502 -37.27342 -4.59558
72 O -16.13617 -38.11917 -5.57597
73 H -16.37241 -35.69672 -5.94259
74 H -15.13420 -35.80561 -4.59447
75 H -16.67611 -35.06129 -4.35163
76 H -17.81907 -37.20147 -4.60262
77 H -16.53872 -37.56372 -3.55651
78 H -16.81816 -38.77781 -5.75575

Here are the Löwdin charges for atoms 1 to 6, given in e: atom 1 (V): 1.153, atom 2 (C): -0.214, atom 3 (O): -0.424, atom 4 (H): 0.068, atom 5 (H): 0.076, atom 6 (H): 0.047

---

- calculated total energy of number 2 (C17H51O9V)?
  -62562.7402 eV